--- A ---
This record from OMol25 describes a cluster of 10 separate species, C22H64O18 in total. The level of theory is wB97M-V/def2-TZVPD.

CARTESIAN COORDINATES (ANGSTROEM)
C (9.925, 24.716, 37.270)
C (8.853, 24.260, 38.402)
O (8.719, 22.832, 38.137)
O (10.150, 26.042, 37.353)
H (9.649, 24.420, 36.287)
H (10.995, 24.314, 37.365)
H (7.728, 24.782, 38.179)
H (9.099, 24.263, 39.570)
H (7.871, 22.706, 38.617)
H (10.986, 26.145, 37.756)
C (15.491, 24.472, 37.698)
C (16.014, 24.351, 39.226)
O (17.228, 24.928, 39.224)
O (14.042, 24.464, 37.651)
H (15.916, 23.800, 37.048)
H (15.998, 25.340, 37.423)
H (16.088, 23.237, 39.439)
H (15.380, 24.658, 39.816)
H (17.659, 25.202, 40.213)
H (13.963, 24.616, 36.760)
C (16.969, 20.451, 34.986)
C (15.813, 19.502, 34.613)
O (14.838, 20.106, 33.781)
O (17.826, 19.808, 35.844)
H (16.468, 21.437, 35.543)
H (17.744, 20.712, 34.126)
H (15.528, 19.208, 35.693)
H (16.199, 18.582, 34.134)
H (14.542, 19.449, 33.092)
H (18.277, 19.449, 35.324)
C (12.935, 17.201, 37.300)
C (13.999, 16.245, 37.340)
O (14.884, 16.565, 38.423)
O (11.844, 16.973, 36.424)
H (13.370, 17.982, 36.951)
H (12.533, 17.242, 38.299)
H (14.566, 16.258, 36.528)
H (13.523, 15.194, 37.269)
H (15.443, 17.333, 38.523)
H (11.351, 17.749, 36.548)
C (12.397, 21.427, 35.949)
C (12.174, 21.218, 37.457)
O (10.951, 20.885, 37.676)
O (13.733, 21.803, 35.624)
H (11.661, 22.168, 35.381)
H (12.161, 20.422, 35.480)
H (12.246, 22.278, 38.012)
H (12.637, 20.472, 37.928)
H (10.410, 21.547, 38.054)
H (14.102, 21.234, 34.852)
C (5.723, 23.214, 34.314)
C (6.508, 23.289, 35.708)
O (7.704, 22.442, 35.588)
O (4.538, 23.998, 34.398)
H (5.578, 22.095, 34.223)
H (6.316, 23.488, 33.426)
H (5.986, 22.754, 36.433)
H (6.708, 24.294, 35.882)
H (8.219, 22.422, 36.450)
H (4.579, 24.869, 34.618)
C (8.078, 17.689, 34.698)
C (8.476, 18.945, 35.379)
O (9.804, 18.863, 35.921)
O (6.745, 17.720, 34.441)
H (7.935, 16.790, 35.402)
H (8.608, 17.529, 33.641)
H (7.554, 19.194, 35.978)
H (8.516, 19.812, 34.680)
H (9.827, 19.497, 36.643)
H (6.405, 16.944, 34.128)
C (11.803, 25.374, 33.538)
C (13.271, 24.965, 33.568)
O (13.589, 24.471, 34.850)
O (11.546, 25.859, 32.200)
H (11.569, 25.980, 34.247)
H (11.147, 24.378, 33.568)
H (13.893, 25.858, 33.177)
H (13.586, 24.068, 33.020)
H (13.986, 23.565, 34.761)
H (10.642, 26.042, 31.804)
C (7.422, 16.699, 38.790)
C (8.683, 17.218, 39.454)
C (8.666, 18.739, 39.704)
O (8.922, 16.577, 40.655)
H (7.525, 15.660, 38.792)
H (7.156, 17.012, 37.863)
H (6.740, 17.161, 39.433)
H (9.484, 16.951, 38.937)
H (9.425, 18.990, 40.302)
H (7.876, 18.989, 40.371)
H (8.636, 19.373, 38.796)
H (8.991, 15.656, 40.604)
C (11.336, 21.695, 32.349)
C (10.591, 20.729, 31.377)
C (11.464, 20.245, 30.189)
O (10.286, 19.553, 31.988)
H (12.190, 21.347, 32.740)
H (10.739, 22.112, 33.289)
H (11.479, 22.610, 31.820)
H (9.767, 21.386, 31.221)
H (12.336, 19.979, 30.646)
H (11.811, 20.952, 29.424)
H (10.928, 19.557, 29.520)
H (9.505, 19.581, 32.333)

Results
Net charge ... 0
LUMO level ... 0.2 eV
HOMO-LUMO gap ... 10.084 eV

***

--- B ---
This record from OMol25 describes a cluster of 10 separate species, C22H64O18 in total. The level of theory is wB97M-V/def2-TZVPD.

CARTESIAN COORDINATES (ANGSTROEM)
C (0.330, 0.872, 0.568)
C (1.089, -0.315, 1.109)
C (1.152, -1.455, 0.075)
O (2.432, 0.106, 1.381)
H (-0.535, 0.498, 0.020)
H (0.856, 1.423, -0.210)
H (-0.041, 1.481, 1.393)
H (0.585, -0.670, 2.008)
H (1.834, -1.257, -0.752)
H (0.170, -1.844, -0.194)
H (1.577, -2.319, 0.587)
H (3.019, -0.642, 1.511)
C (6.942, -3.978, 4.526)
C (7.996, -3.405, 3.621)
C (9.161, -4.425, 3.398)
O (7.411, -3.099, 2.337)
H (6.148, -3.232, 4.552)
H (7.264, -4.187, 5.546)
H (6.527, -4.848, 4.017)
H (8.376, -2.510, 4.115)
H (9.807, -4.080, 2.591)
H (8.764, -5.429, 3.249)
H (9.720, -4.515, 4.329)
H (8.118, -2.733, 1.800)
C (-4.537, 7.524, -5.104)
C (-4.220, 7.086, -3.692)
O (-2.803, 6.912, -3.550)
O (-4.272, 8.883, -5.462)
H (-5.551, 7.267, -5.409)
H (-3.855, 6.953, -5.734)
H (-4.602, 6.083, -3.504)
H (-4.464, 7.788, -2.895)
H (-2.566, 6.030, -3.843)
H (-4.348, 9.106, -6.393)
C (8.333, -6.903, -2.963)
C (6.821, -6.948, -2.913)
O (6.255, -7.890, -3.858)
O (8.995, -7.947, -2.302)
H (8.627, -5.931, -2.568)
H (8.640, -6.939, -4.008)
H (6.580, -5.937, -3.241)
H (6.352, -7.049, -1.934)
H (6.542, -8.747, -3.534)
H (9.902, -8.079, -2.587)
C (-1.046, -5.317, -6.351)
C (-1.554, -6.220, -5.117)
O (-2.649, -5.581, -4.510)
O (-1.928, -5.462, -7.390)
H (-0.102, -5.655, -6.780)
H (-0.924, -4.245, -6.199)
H (-0.695, -6.448, -4.487)
H (-1.955, -7.158, -5.500)
H (-3.426, -6.015, -4.870)
H (-2.799, -5.289, -7.025)
C (3.003, 3.529, -5.286)
C (1.853, 2.806, -5.970)
O (0.558, 2.824, -5.426)
O (4.178, 3.370, -5.994)
H (3.052, 3.223, -4.241)
H (2.769, 4.592, -5.236)
H (2.171, 1.774, -6.117)
H (1.670, 3.171, -6.981)
H (-0.081, 2.448, -6.036)
H (4.516, 2.474, -5.927)
C (-5.244, 5.588, 4.023)
C (-4.636, 5.090, 5.304)
O (-4.372, 3.689, 5.284)
O (-6.534, 5.116, 3.741)
H (-4.621, 5.268, 3.188)
H (-5.250, 6.678, 4.025)
H (-5.265, 5.366, 6.150)
H (-3.643, 5.529, 5.404)
H (-5.095, 3.226, 5.713)
H (-7.209, 5.641, 4.177)
C (-7.211, 0.940, -1.056)
C (-6.840, 0.179, -2.387)
O (-7.898, 0.121, -3.311)
O (-8.133, 2.018, -1.145)
H (-6.346, 1.514, -0.725)
H (-7.485, 0.216, -0.290)
H (-6.292, -0.754, -2.255)
H (-6.016, 0.707, -2.869)
H (-8.621, 0.590, -2.888)
H (-7.927, 2.562, -0.381)
C (-5.544, -3.470, 5.630)
C (-5.273, -4.794, 6.425)
O (-6.552, -5.487, 6.415)
O (-6.290, -2.487, 6.331)
H (-6.011, -3.735, 4.682)
H (-4.694, -2.921, 5.225)
H (-4.953, -4.634, 7.455)
H (-4.419, -5.282, 5.955)
H (-7.134, -5.079, 7.060)
H (-7.206, -2.709, 6.151)
C (2.698, 6.005, 5.590)
C (3.951, 5.519, 4.710)
O (3.569, 5.267, 3.333)
O (2.223, 7.255, 5.143)
H (2.929, 6.013, 6.655)
H (1.913, 5.273, 5.400)
H (4.403, 4.640, 5.169)
H (4.701, 6.310, 4.684)
H (3.268, 4.358, 3.401)
H (1.915, 7.153, 4.239)

Results
Net charge ... 0
LUMO level ... 0.2 eV
HOMO-LUMO gap ... 9.984 eV

***

Stability order, top to bottom: B, A

***

--- A ---
This record from OMol25 describes a cluster of 2 separate species, C11H15NS in total. The level of theory is wB97M-V/def2-TZVPD.

CARTESIAN COORDINATES (ANGSTROEM)
C (1.492, -3.108, -2.022)
C (-0.427, -2.082, -0.753)
C (0.997, -2.529, -0.765)
C (-0.580, -1.501, 0.624)
C (1.637, -2.243, 0.424)
C (-2.636, -1.404, -1.070)
C (-2.805, -0.849, 0.177)
C (-1.524, -2.082, -1.617)
C (-1.822, -1.215, 1.130)
N (0.652, -1.661, 1.251)
H (-3.405, -1.328, -1.853)
H (-3.747, -0.319, 0.463)
H (-1.495, -2.349, -2.638)
H (-1.860, -1.218, 2.217)
H (0.703, -3.972, -2.180)
H (2.438, -3.430, -2.135)
H (2.677, -2.272, 0.785)
H (0.841, -1.273, 2.156)
H (1.377, -2.325, -2.803)
C (0.653, 4.176, 0.269)
C (1.418, 4.566, 1.506)
S (-0.759, 2.925, 0.589)
H (0.066, 5.050, -0.109)
H (1.163, 3.704, -0.505)
H (2.211, 5.285, 1.139)
H (0.123, 2.447, 1.534)
H (1.759, 3.686, 2.075)
H (0.854, 5.321, 2.112)

Results
Net charge ... 0
LUMO level ... 0.8 eV
HOMO-LUMO gap ... 8.357 eV

***

--- B ---
This record from OMol25 describes the molecule C11H15NS. The level of theory is wB97M-V/def2-TZVPD.

CARTESIAN COORDINATES (ANGSTROEM)
C (-2.855, -0.412, -2.156)
C (-3.789, -0.675, -1.209)
C (-1.572, -0.134, -1.838)
C (-3.382, -0.722, 0.110)
C (-1.110, -0.326, -0.500)
C (-2.085, -0.587, 0.510)
C (0.312, -0.392, 1.510)
C (0.397, 1.071, 1.958)
C (1.328, -1.430, 1.964)
C (1.205, 1.419, -1.538)
C (1.300, -0.015, -0.907)
N (0.180, -0.340, -0.086)
S (-1.349, -1.179, 2.020)
H (-3.040, -0.208, -3.243)
H (-4.832, -1.021, -1.354)
H (-0.828, -0.070, -2.681)
H (-4.083, -1.037, 0.819)
H (-0.192, 1.703, 1.152)
H (1.459, 1.475, 1.896)
H (-0.028, 1.131, 2.904)
H (1.270, -1.216, 3.069)
H (2.319, -1.047, 1.656)
H (1.037, -2.370, 1.616)
H (2.294, 1.805, -1.800)
H (0.646, 1.462, -2.406)
H (0.941, 2.080, -0.801)
H (1.296, -0.780, -1.675)
H (2.285, -0.135, -0.438)

Results
Net charge ... 0
LUMO level ... 0.8 eV
HOMO-LUMO gap ... 7.940 eV

***

Stability order, top to bottom: B, A

***

--- A ---
This record from OMol25 describes the ion C4H8NO2S with charge -1. The level of theory is wB97M-V/def2-TZVPD.

CARTESIAN COORDINATES (ANGSTROEM)
C (0.374, 1.844, -1.303)
C (0.090, 0.504, -0.356)
C (0.648, -0.015, 1.010)
S (1.200, 1.398, 1.935)
N (0.120, -0.594, -1.246)
C (-1.128, -1.458, -0.840)
O (-1.407, -2.262, -1.732)
O (-1.573, -1.450, 0.317)
H (-0.023, 2.675, -0.617)
H (1.496, 1.945, -1.534)
H (0.059, 1.731, -2.325)
H (-0.966, 0.724, -0.140)
H (1.513, -0.635, 0.885)
H (-0.361, -0.363, 1.370)
H (2.112, 0.849, 2.644)
H (0.080, -0.688, -2.261)

Results
Net charge ... -1
LUMO level ... 3.1 eV
HOMO-LUMO gap ... 7.242 eV

***

--- B ---
This record from OMol25 describes the ion C4H8NO2S with charge -1. The level of theory is wB97M-V/def2-TZVPD.

CARTESIAN COORDINATES (ANGSTROEM)
O (-3.075, 0.959, 0.464)
C (-2.108, 0.313, 0.340)
N (-1.068, 0.491, -0.574)
C (0.020, -0.434, -0.400)
C (1.037, -0.212, -1.508)
S (2.808, 0.047, -1.211)
C (0.752, 0.126, 0.834)
O (0.379, -0.769, 1.929)
H (-2.063, -0.659, 0.921)
H (-1.099, 1.394, -1.018)
H (-0.395, -1.426, -0.154)
H (0.908, 0.825, -2.011)
H (0.891, -0.997, -2.283)
H (0.890, -0.993, 2.622)
H (0.296, 1.088, 1.225)
H (1.827, 0.246, 0.822)

Results
Net charge ... -1
LUMO level ... 3.5 eV
HOMO-LUMO gap ... 6.189 eV

***

Stability order, top to bottom: A, B

***

--- A ---
This record from OMol25 describes a cluster of 2 separate species, C13H17N2 in total. The level of theory is wB97M-V/def2-TZVPD.

CARTESIAN COORDINATES (ANGSTROEM)
C (2.594, -2.186, -0.141)
C (3.294, -0.973, -0.215)
C (1.216, -2.194, 0.039)
C (2.528, 0.206, -0.221)
C (0.487, -1.030, -0.019)
C (1.139, 0.172, -0.205)
C (-1.768, -0.794, -0.993)
C (-2.003, -1.100, -2.283)
C (-0.875, 1.478, -0.076)
C (-0.915, -1.206, 0.073)
C (-1.856, 0.416, -0.082)
C (-1.496, -2.022, 1.194)
C (-3.012, 0.587, 0.858)
N (0.394, 1.361, -0.171)
N (1.757, 3.604, 0.230)
H (3.210, -3.095, -0.254)
H (4.388, -0.852, -0.268)
H (0.641, -3.040, 0.299)
H (3.122, 1.210, -0.306)
H (-2.669, -0.502, -2.773)
H (-1.420, -1.929, -2.756)
H (-1.201, 2.523, 0.092)
H (-2.541, -1.888, 1.098)
H (-1.257, -1.780, 2.235)
H (-1.140, -3.019, 0.921)
H (-3.848, -0.036, 0.502)
H (-3.349, 1.624, 0.917)
H (-2.579, 0.353, 1.795)
H (0.851, 2.270, -0.028)
H (1.800, 4.274, 0.977)
H (1.791, 4.166, -0.645)
H (2.715, 3.401, 0.206)

Results
Net charge ... +1
LUMO level ... -3.5 eV
HOMO-LUMO gap ... 8.629 eV

***

--- B ---
This record from OMol25 describes the ion C13H17N2 with charge +1. The level of theory is wB97M-V/def2-TZVPD.

CARTESIAN COORDINATES (ANGSTROEM)
C (3.276, 1.671, -0.466)
C (3.828, 0.796, 0.552)
C (2.048, 1.459, -0.961)
C (3.179, -0.316, 0.904)
C (1.148, 0.461, -0.440)
C (1.867, -0.690, 0.314)
C (-2.391, 1.805, 0.242)
C (-2.344, 0.429, 0.923)
C (-0.876, 1.959, -0.372)
C (-1.308, -1.498, -0.317)
C (-1.035, -0.330, 0.640)
C (0.756, -2.827, -0.246)
C (-0.177, 0.720, -0.095)
N (1.512, -1.982, 0.467)
N (-0.216, -2.032, -1.101)
H (3.882, 2.416, -0.819)
H (4.685, 1.034, 1.165)
H (1.584, 1.837, -1.882)
H (3.747, -0.935, 1.580)
H (-3.166, 2.014, -0.556)
H (-2.690, 2.551, 0.988)
H (-2.516, 0.644, 1.989)
H (-3.250, -0.059, 0.579)
H (-0.856, 2.290, -1.365)
H (-0.318, 2.743, 0.201)
H (-1.677, -2.264, 0.355)
H (-2.222, -1.196, -0.984)
H (-0.647, -0.601, 1.602)
H (0.121, -3.605, 0.393)
H (2.060, -2.558, 1.145)
H (-0.501, -2.615, -1.995)
H (0.187, -1.174, -1.481)

Results
Net charge ... +1
LUMO level (spin up / spin down) ... -3.9 / -4.0 eV
HOMO-LUMO gap (spin up / spin down) ... 6.553 / 6.936 eV

***

Stability order, top to bottom: A, B

***

--- A ---
This record from OMol25 describes the molecule C5H14N2O2. The level of theory is wB97M-V/def2-TZVPD.

CARTESIAN COORDINATES (ANGSTROEM)
C (1.755, 0.654, 0.301)
C (-1.681, -0.462, 0.023)
C (1.273, 2.073, -0.011)
C (-1.458, -0.426, -1.486)
C (-1.820, -1.908, 0.515)
N (-0.611, 0.281, 0.681)
N (0.658, -0.271, 0.414)
O (2.605, 0.185, -0.726)
O (2.521, 0.623, 1.476)
H (2.063, -0.052, -1.486)
H (3.446, 0.720, 1.222)
H (-0.797, 0.359, 1.681)
H (0.926, -1.036, 1.035)
H (-2.600, 0.086, 0.265)
H (0.769, 2.481, 0.858)
H (0.585, 2.051, -0.849)
H (2.137, 2.687, -0.255)
H (-0.538, -0.948, -1.734)
H (-1.938, -1.935, 1.597)
H (-2.286, -0.906, -2.000)
H (-1.382, 0.604, -1.826)
H (-2.690, -2.377, 0.063)
H (-0.937, -2.483, 0.244)

Results
Net charge ... 0
LUMO level ... 0.9 eV
HOMO-LUMO gap ... 10.082 eV

***

--- B ---
This record from OMol25 describes a cluster of 2 separate species, C5H14N2O2 in total. The level of theory is wB97M-V/def2-TZVPD.

CARTESIAN COORDINATES (ANGSTROEM)
C (0.846, -1.183, 1.414)
C (0.446, -0.007, 0.445)
C (0.586, 1.300, 1.247)
C (1.320, 2.343, 0.428)
O (1.653, 2.297, -0.725)
N (-0.928, -0.206, -0.133)
C (-1.543, 0.873, -0.873)
N (-0.875, 1.050, -2.193)
H (1.789, -1.233, 1.912)
H (0.156, -1.100, 2.264)
H (0.733, -2.033, 0.748)
H (1.144, 0.042, -0.408)
H (-0.329, 1.727, 1.701)
H (1.187, 0.987, 2.100)
H (1.623, 3.216, 1.039)
H (-0.880, -1.126, -0.546)
H (-2.599, 0.589, -1.137)
H (-1.666, 1.869, -0.500)
H (-0.720, 0.276, -2.804)
H (-0.199, 1.803, -2.261)
H (-0.994, -3.749, -1.262)
H (-0.094, -4.222, -0.065)
O (-0.653, -3.512, -0.391)

Results
Net charge ... 0
LUMO level ... 0.6 eV
HOMO-LUMO gap ... 8.540 eV

***

Stability order, top to bottom: A, B

***

--- A ---
This record from OMol25 describes the molecule C8H18O2. The level of theory is wB97M-V/def2-TZVPD.

CARTESIAN COORDINATES (ANGSTROEM)
C (0.383, -1.242, -0.144)
C (0.084, 0.264, 0.171)
C (-1.662, 2.120, -0.453)
C (-1.160, 0.686, -0.643)
C (0.901, -1.457, -1.574)
C (1.408, -1.854, 0.824)
C (-0.207, 0.419, 1.668)
C (1.271, 1.157, -0.200)
O (-0.854, -1.931, 0.016)
O (-2.325, 2.361, 0.767)
H (-0.687, -2.872, -0.103)
H (-2.980, 1.667, 0.897)
H (-2.344, 2.350, -1.287)
H (-0.841, 2.838, -0.486)
H (-0.940, 0.572, -1.705)
H (-1.972, -0.002, -0.398)
H (0.989, -1.930, 1.823)
H (1.001, -2.525, -1.765)
H (1.875, -0.997, -1.705)
H (0.213, -1.052, -2.310)
H (2.319, -1.266, 0.865)
H (1.670, -2.858, 0.489)
H (-0.940, -0.319, 1.984)
H (-0.603, 1.410, 1.868)
H (0.700, 0.294, 2.253)
H (1.131, 2.145, 0.230)
H (1.367, 1.263, -1.277)
H (2.202, 0.759, 0.195)

Results
Net charge ... 0
LUMO level ... 0.7 eV
HOMO-LUMO gap ... 10.557 eV

***

--- B ---
This record from OMol25 describes the molecule C8H18O2. The level of theory is wB97M-V/def2-TZVPD.

CARTESIAN COORDINATES (ANGSTROEM)
C (0.037, -0.312, 0.038)
C (0.049, -0.067, -2.603)
C (-0.321, 0.775, 1.436)
C (-0.285, 0.636, -1.041)
C (-0.892, -1.514, 0.072)
C (1.491, -0.747, 0.087)
C (0.822, 1.740, 1.715)
C (-0.635, -0.040, 2.681)
O (-0.511, 0.870, -3.490)
O (-0.386, -1.353, -2.944)
H (-1.345, -1.389, -2.829)
H (-0.350, 0.594, -4.403)
H (1.140, -0.102, -2.725)
H (-1.214, 1.351, 1.173)
H (-1.344, 0.890, -1.082)
H (0.334, 1.528, -1.049)
H (-0.722, -2.103, 0.972)
H (-1.938, -1.215, 0.034)
H (-0.674, -2.191, -0.752)
H (1.727, -1.158, 1.067)
H (1.674, -1.525, -0.653)
H (2.161, 0.083, -0.125)
H (0.179, -0.726, 2.916)
H (0.553, 2.435, 2.515)
H (1.082, 2.332, 0.840)
H (1.710, 1.200, 2.042)
H (-1.556, -0.609, 2.565)
H (-0.784, 0.617, 3.542)

Results
Net charge ... 0
LUMO level ... 0.8 eV
HOMO-LUMO gap ... 9.817 eV

***

Stability order, top to bottom: A, B